No. 1
Molecular formula: H5N2OPS
Method: DFT, ωB97M-V/def2-TZVPD

Its HOMO energy is -0.314 Ha. As for the SMILES: NP=O.NS. Its spin multiplicity is 1. The calculation puts the energy above the lowest of the compared OMol25 structures with the same formula, charge and spin at 230.8 kJ/mol. The calculation puts the total energy at -25232.590 eV.

Last column: Löwdin charge in e.
Atoms and positions in Å:
N1 -1.66158 -0.08562 -2.39310  -0.19
P1 -1.82370 1.04965 -1.15458  0.76
O1 -0.55228 1.40125 -0.48211  -0.54
H1 -2.36392 -0.66538 -2.81157  0.03
H2 -0.71430 -0.38262 -2.44666  0.02
N2 2.00971 1.37264 -0.03284  -0.36
S1 1.61758 0.32517 1.32985  0.58
H3 1.19459 1.36782 -0.53258  -0.12
H4 2.73296 1.04401 -0.53827  -0.05
H5 1.46241 1.41013 2.21206  -0.13

---

No. 2
Molecular formula: C15H60N30O15
Method: DFT, ωB97M-V/def2-TZVPD

Its HOMO energy is -0.329 Ha. Its spin multiplicity is 1. The calculation puts the energy above the lowest of the compared OMol25 structures with the same formula, charge and spin at 313.2 kJ/mol. The calculation puts the total energy at -91959.307 eV.

Last column: Löwdin charge in e.
Atoms and positions in Å:
C1 31.18167 -10.98435 -23.30349  -0.65
O1 31.90014 -11.92754 -23.63757  -0.01
N1 31.58598 -9.99416 -22.43762  0.16
N2 29.81342 -10.94264 -23.53071  0.17
H1 31.02600 -9.31583 -21.94890  0.07
H2 32.50402 -10.17369 -22.06334  0.10
H3 29.29384 -10.24922 -23.00696  0.04
H4 29.34096 -11.66827 -24.02836  0.05
C2 26.17492 -11.35450 -30.52667  -0.60
O2 26.41902 -11.11457 -29.33524  -0.05
N3 26.90884 -12.24348 -31.28603  0.17
N4 25.17718 -10.78571 -31.26825  0.18
H5 27.73995 -12.68662 -30.92541  0.08
H6 26.53491 -12.52912 -32.16686  0.09
H7 24.58561 -10.09911 -30.82634  0.09
H8 24.92029 -11.09778 -32.18075  0.10
C3 19.92784 -8.14968 -24.58844  -0.68
O3 18.97910 -8.05709 -23.79252  0.00
N5 20.50764 -7.10702 -25.27691  0.16
N6 20.49579 -9.38258 -24.79011  0.17
H9 20.49993 -6.20268 -24.83926  0.10
H10 20.59189 -7.07808 -26.27603  0.04
H11 20.10692 -10.15968 -24.29707  0.11
H12 21.43999 -9.26813 -25.13496  0.07
C4 25.72059 -7.19227 -30.27238  -0.63
O4 25.16272 -7.60465 -31.29363  0.00
N7 26.22055 -8.02286 -29.28392  0.17
N8 25.88165 -5.84792 -29.95335  0.14
H13 26.35278 -9.02026 -29.34380  0.05
H14 26.50990 -7.53253 -28.46071  0.08
H15 26.50576 -5.58545 -29.21788  0.09
H16 25.58686 -5.13956 -30.59953  0.10
C5 23.06077 -12.03614 -28.19186  -0.62
O5 23.08731 -11.27528 -27.21489  0.00
N9 22.38942 -11.79123 -29.38301  0.14
N10 23.93022 -13.11014 -28.26632  0.16
H17 22.44021 -12.45892 -30.12752  0.08
H18 21.47462 -11.38389 -29.21257  0.10
H19 24.41013 -13.46993 -27.44413  0.05
H20 23.74692 -13.70844 -29.04801  0.08
C6 25.55631 -5.08422 -24.03769  -0.65
O6 25.33006 -3.87416 -23.98860  0.00
N11 26.46352 -5.71440 -23.21472  0.14
N12 25.09708 -5.84757 -25.08515  0.16
H21 27.12907 -5.17855 -22.69294  0.11
H22 26.40348 -6.70371 -23.06604  0.03
H23 25.12093 -6.85283 -25.06768  0.06
H24 24.68792 -5.34467 -25.84841  0.09
C7 20.32683 -7.05524 -28.55841  -0.67
O7 19.34053 -7.78133 -28.55620  0.04
N13 20.32317 -5.68810 -28.33834  0.14
N14 21.63622 -7.50987 -28.39751  0.14
H25 19.40207 -5.32131 -28.53314  0.11
H26 21.10484 -5.17045 -28.00138  0.09
H27 21.73349 -8.51881 -28.34425  0.09
H28 22.39112 -6.97739 -28.79237  0.09
C8 28.51991 -8.15196 -22.42386  -0.67
O8 29.36241 -7.68808 -21.64973  0.00
N15 27.71191 -9.25294 -22.22178  0.14
N16 28.43475 -7.65872 -23.70689  0.15
H29 27.11037 -9.32780 -23.03152  0.01
H30 27.60941 -9.72686 -21.33968  0.11
H31 28.99583 -6.83403 -23.82389  0.11
H32 28.04198 -8.24054 -24.43168  0.07
C9 29.75793 -13.34734 -26.05735  -0.61
O9 29.36410 -12.16761 -25.99340  -0.05
N17 30.23155 -13.89526 -27.20791  0.18
N18 29.57824 -14.22020 -25.02078  0.18
H33 30.51277 -14.84839 -27.29496  0.10
H34 30.10861 -13.24076 -27.98297  0.06
H35 29.83769 -15.18022 -25.15493  0.09
H36 29.18056 -14.03815 -24.12004  0.11
C10 31.02956 -8.77366 -26.93078  -0.66
O10 31.54305 -7.68207 -27.16643  0.00
N19 31.77104 -9.93598 -26.78363  0.17
N20 29.69243 -8.98653 -27.03403  0.16
H37 31.29926 -10.74582 -26.41241  0.06
H38 32.72899 -9.94042 -27.06534  0.10
H39 29.35537 -9.89247 -26.75470  0.04
H40 28.98557 -8.27835 -27.06846  0.10
C11 26.28467 -10.16823 -25.81373  -0.59
O11 26.67329 -9.91048 -24.65126  -0.06
N21 25.13683 -9.69800 -26.36869  0.18
N22 27.11465 -10.81348 -26.68492  0.18
H41 25.18614 -9.81211 -27.36360  0.06
H42 24.34231 -9.35710 -25.83199  0.06
H43 26.72985 -11.16794 -27.54645  0.04
H44 28.02524 -11.00293 -26.28725  0.04
C12 25.64737 -12.23293 -20.87325  -0.66
O12 26.39320 -11.75797 -20.01741  0.00
N23 25.78763 -12.06149 -22.22126  0.17
N24 24.40928 -12.75885 -20.51261  0.14
H45 25.08473 -12.42962 -22.83370  0.09
H46 26.63574 -11.71426 -22.63247  0.08
H47 23.77152 -12.98953 -21.24607  0.08
H48 24.40910 -13.03799 -19.54903  0.10
C13 30.14443 -11.54924 -29.92907  -0.61
O13 29.67436 -12.67432 -29.69892  -0.04
N25 29.45113 -10.37199 -29.74408  0.18
N26 31.33138 -11.35875 -30.60230  0.17
H49 28.57540 -10.54235 -29.26342  0.07
H50 29.92512 -9.49610 -29.63462  0.09
H51 32.03936 -12.02816 -30.82767  0.10
H52 31.55756 -10.38278 -30.64657  0.09
C14 26.33309 -15.01704 -26.40068  -0.64
O14 25.41899 -14.26793 -26.02294  -0.01
N27 26.54925 -16.27277 -25.92211  0.16
N28 26.92853 -14.73628 -27.61291  0.17
H53 27.37505 -16.73282 -26.25865  0.09
H54 26.02656 -16.65945 -25.16059  0.11
H55 27.55911 -15.38925 -28.03518  0.09
H56 26.73973 -13.82104 -27.98350  0.09
C15 23.50575 -8.21045 -23.17016  -0.61
O15 23.54090 -8.52693 -24.36820  -0.03
N29 22.34729 -7.88465 -22.52321  0.19
N30 24.65416 -8.06167 -22.43997  0.18
H57 22.33654 -7.36742 -21.66274  0.11
H58 21.48181 -7.84454 -23.04924  0.06
H59 24.47785 -7.81610 -21.48367  0.11
H60 25.46326 -8.52276 -22.82044  0.06

---

No. 3
Molecular formula: C6H11NO2
Method: DFT, ωB97M-V/def2-TZVPD

Its HOMO energy is -0.288 Ha. Its spin multiplicity is 1. The calculation puts the energy above the lowest of the compared OMol25 structures with the same formula, charge and spin at 234.0 kJ/mol. The calculation puts the total energy at -11983.843 eV.

Last column: Löwdin charge in e.
Atoms and positions in Å:
C1 0.88608 -0.23548 -0.00643  -0.39
C2 1.27257 0.55718 1.23962  -0.06
C3 1.91527 -0.04560 -1.11860  -0.07
C4 -0.78159 -0.60114 -1.78196  -0.05
C5 -1.56784 -0.15994 0.50797  -0.52
N1 -2.38498 0.82939 0.91621  0.20
C6 -0.51582 0.19633 -0.49146  -0.26
O1 -1.20745 -1.78044 -1.62293  0.05
O2 -1.75565 -1.32588 0.84748  0.03
H1 -1.42667 -2.05803 -0.67974  0.11
H2 0.83555 -1.29786 0.25940  0.14
H3 -2.23270 1.78436 0.65372  0.11
H4 -3.15282 0.60651 1.52676  0.12
H5 -0.50611 1.26433 -0.72104  0.14
H6 0.55390 0.39736 2.03799  0.08
H7 2.25011 0.24369 1.59537  0.08
H8 1.31650 1.62199 1.01618  0.08
H9 1.96367 0.99714 -1.40989  0.09
H10 1.64082 -0.63030 -1.99283  0.07
H11 2.89716 -0.36362 -0.77581  0.08

---

No. 4
Molecular formula: C2H2CuF2MgO
Method: DFT, ωB97M-V/def2-TZVPD

Its HOMO energy is -0.463 Ha. The net charge is +1. Its spin multiplicity is 1. The calculation puts the total energy at -59665.166 eV.

Last column: Löwdin charge in e.
Atoms and positions in Å:
F1 -0.17298 -2.64230 0.60599  -0.53
C1 1.81482 0.04491 -0.38215  -0.09
C2 0.68423 0.69386 -0.72266  -0.27
O1 -0.47674 0.50686 -0.04913  -0.36
H1 1.93993 -0.61696 0.47875  0.13
H2 0.69738 1.47289 -1.49417  0.13
Mg1 -1.27620 -1.10591 0.53798  1.19
Cu1 -0.70824 2.65611 0.62912  0.80
F2 2.97803 0.71122 -0.59711  0.00

---

Question: Which value of HOMO energy does entry 2 give?
Answer: -0.329 Ha

---

Copy entry 1 word for word.
Molecular formula: H5N2OPS
Method: DFT, ωB97M-V/def2-TZVPD

Its HOMO energy is -0.314 Ha. As for the SMILES: NP=O.NS. Its spin multiplicity is 1. The calculation puts the energy above the lowest of the compared OMol25 structures with the same formula, charge and spin at 230.8 kJ/mol. The calculation puts the total energy at -25232.590 eV.

Last column: Löwdin charge in e.
Atoms and positions in Å:
N1 -1.66158 -0.08562 -2.39310  -0.19
P1 -1.82370 1.04965 -1.15458  0.76
O1 -0.55228 1.40125 -0.48211  -0.54
H1 -2.36392 -0.66538 -2.81157  0.03
H2 -0.71430 -0.38262 -2.44666  0.02
N2 2.00971 1.37264 -0.03284  -0.36
S1 1.61758 0.32517 1.32985  0.58
H3 1.19459 1.36782 -0.53258  -0.12
H4 2.73296 1.04401 -0.53827  -0.05
H5 1.46241 1.41013 2.21206  -0.13